C2H11NO2S2 | ωB97M-V/def2-TZVPD

The calculation puts the gap between HOMO and LUMO at 4.85 eV. For the maximum force, the calculation gives 3.1 eV Å⁻¹. The calculation puts the LUMO energy at -4.6 eV.

Element x y z (Å)
S1 1.2345 0.4371 -1.4361
S2 -0.7982 -0.1438 2.1097
O1 2.4927 0.2618 1.5840
O2 2.0492 -2.6177 -1.2622
N1 -2.5093 0.8771 -0.1617
C1 -0.3792 0.0735 -0.9029
C2 -1.1916 1.3329 -0.5366
H1 -1.1564 -1.1340 2.9414
H2 -3.1176 1.6417 0.0016
H3 2.2566 0.4265 0.6851
H4 -2.3565 0.3573 0.6680
H5 -1.2336 1.9999 -1.4004
H6 -0.9109 -0.4923 -1.6839
H7 1.9823 -1.6795 -1.5173
H8 1.6645 0.3229 2.0584
H9 -0.3401 -0.5887 0.0474
H10 -0.6506 1.8095 0.2719
H11 2.9639 -2.8844 -1.4666

Atomic partial charges in e from the Mulliken method, atoms 1 to 5: -0.200 -0.418 -0.541 -0.582 -0.530

=====

C2H11NO3 | ωB97M-V/def2-TZVPD

The calculation puts the gap between HOMO and LUMO at 8.60 eV. For the maximum force, the calculation gives 2.2 eV Å⁻¹. The calculation puts the LUMO energy at 0.7 eV. As for the SMILES: C=CN.O.O.O.

Element x y z (Å)
O1 -2.0335 0.5182 -1.4595
O2 0.5535 1.1971 -2.2391
O3 -1.3203 -1.7914 0.0449
N1 1.2941 -1.4460 1.3224
C1 1.4392 -0.0996 1.6137
C2 0.5384 0.8337 1.3369
H1 1.0928 1.8622 -2.7088
H2 -1.3200 0.8429 -2.0446
H3 0.6442 1.1236 -1.2705
H4 0.5660 -1.7171 0.6810
H5 -0.3865 0.7162 0.7939
H6 -2.3503 1.3373 -1.1052
H7 1.7811 -2.2266 1.7159
H8 2.4436 0.0551 1.9775
H9 -2.1677 -1.9868 0.4377
H10 -1.4868 -1.1026 -0.6417
H11 0.7121 1.8838 1.5456

Atomic partial charges in e from the Mulliken method, atoms 1 to 5: -0.668 -0.708 -0.662 -0.310 0.216

=====

C2H11NO4 | ωB97M-V/def2-TZVPD

The calculation puts the gap between HOMO and LUMO (spin up / spin down) at 2.55 / 10.01 eV. For the maximum force, the calculation gives 2.9 eV Å⁻¹. The calculation puts the LUMO energy (spin up / spin down) at 3.1 / 3.1 eV. The expectation value of S² is 0.750. Its charge is -1. As for the spin multiplicity: 2.

Element x y z (Å)
O1 2.8918 -1.4838 1.8058
O2 5.7421 -1.6675 0.5199
O3 -2.6170 0.4721 -3.4142
O4 -1.6749 -1.0787 2.6850
N1 -0.8198 1.1989 -2.2178
C1 -2.2122 0.8570 -2.3512
C2 -2.9899 1.2264 -1.1001
H1 -3.8633 1.8001 -1.3971
H2 -1.8321 -0.1464 2.9852
H3 -0.5493 1.3093 -1.2611
H4 -2.4475 -1.1098 2.0877
H5 -3.4540 0.3833 -0.5541
H6 -2.3146 1.7433 -0.4376
H7 5.9671 -1.2326 1.3485
H8 5.0803 -2.3058 0.7703
H9 2.1008 -0.9278 1.8205
H10 3.4961 -0.7443 1.7431
H11 -0.5034 1.7062 -3.0329

Atomic partial charges in e from the Mulliken method, atoms 1 to 5: -0.936 -0.746 -0.366 -1.439 -0.681

=====

C2H11NO4 | ωB97M-V/def2-TZVPD

The calculation puts the gap between HOMO and LUMO at 10.84 eV. For the maximum force, the calculation gives 2.5 eV Å⁻¹. The calculation puts the LUMO energy at 0.4 eV. As for the SMILES: CC(N)=O.O.O.O.

Element x y z (Å)
O1 -0.1133 -2.1014 1.0541
O2 0.1439 0.5712 -1.4705
O3 3.1282 1.4481 0.4173
O4 2.0800 -3.0865 2.1646
N1 -1.7537 1.1675 -2.3841
C1 -1.5918 1.5708 0.0027
C2 -0.9392 1.0864 -1.2674
H1 -2.3394 0.7883 0.2092
H2 0.0912 -1.2590 0.5939
H3 -2.1871 2.4784 -0.1768
H4 -0.9253 1.6444 0.8379
H5 2.3017 1.6244 0.8840
H6 1.3439 -3.5602 2.5713
H7 -2.6776 1.5659 -2.4048
H8 1.7189 -2.4472 1.5392
H9 3.1213 0.4695 0.3726
H10 -1.5337 0.6862 -3.2380
H11 0.1320 -2.6469 0.2948

Atomic partial charges in e from the Mulliken method, atoms 1 to 5: -0.731 -0.583 -0.617 -0.636 -0.411

=====

C2H11NO4 | ωB97M-V/def2-TZVPD

The calculation puts the gap between HOMO and LUMO at 10.20 eV. For the maximum force, the calculation gives 1.0 eV Å⁻¹. The calculation puts the LUMO energy at 0.2 eV. As for the SMILES: CC(N)=O.O.O.O.

Element x y z (Å)
O1 -3.1252 1.8048 2.8674
O2 -2.6127 0.8125 0.1889
O3 4.3470 -1.3093 0.2291
O4 2.1768 0.1851 -1.3960
N1 -0.3595 0.7870 0.3164
C1 -1.5611 0.3225 -0.1664
C2 -1.4512 -0.8911 -1.0721
H1 -0.4107 1.7048 0.7386
H2 2.1766 -0.5361 -2.0339
H3 -0.4061 -1.2094 -1.1078
H4 4.5871 -1.6487 1.0976
H5 3.1058 0.4463 -1.3609
H6 -2.8222 1.3836 2.0374
H7 3.7418 -1.9570 -0.1466
H8 -4.0908 1.8128 2.7734
H9 -1.7334 -0.6623 -2.0880
H10 0.4557 0.6547 -0.2618
H11 -2.0178 -1.7003 -0.6152

Atomic partial charges in e from the Mulliken method, atoms 1 to 5: -0.668 -0.685 -0.615 -0.636 -0.349

=====

C2H11NO5 | ωB97M-V/def2-TZVPD

The calculation puts the gap between HOMO and LUMO at 10.49 eV. For the maximum force, the calculation gives 2.1 eV Å⁻¹. The calculation puts the LUMO energy at 0.4 eV. As for the SMILES: CNC(=O)O.O.O.O.

Element x y z (Å)
O1 -1.1267 -0.4667 -1.8561
O2 -2.2094 1.7295 0.8849
O3 3.2655 -0.6192 2.2896
O4 0.5546 -0.2361 -0.4148
O5 0.4764 -3.9956 4.6410
N1 0.0837 1.3670 -2.0303
C1 -0.8929 1.8497 -3.0414
C2 -0.0431 0.1668 -1.3981
H1 2.6355 -0.1714 1.7144
H2 3.6411 -1.3676 1.8243
H3 -2.0075 2.5991 1.2400
H4 -1.8886 1.5557 -2.6883
H5 0.7698 2.0300 -1.6684
H6 -1.2425 -1.2947 -1.3714
H7 -0.5944 2.8813 -3.2976
H8 0.0534 -3.5886 3.8746
H9 -0.7053 1.2319 -3.9349
H10 -1.3947 1.2131 0.9361
H11 0.6251 -4.8842 4.2966

Atomic partial charges in e from the Mulliken method, atoms 1 to 5: -0.496 -0.635 -0.641 -0.610 -0.632

=====

C2H11NO5 | ωB97M-V/def2-TZVPD

The calculation puts the gap between HOMO and LUMO at 10.82 eV. For the maximum force, the calculation gives 1.5 eV Å⁻¹. The calculation puts the LUMO energy at 0.5 eV. As for the SMILES: O=CNCO.O.O.O.

Element x y z (Å)
O1 -2.1995 -0.5145 -1.9690
O2 1.6791 1.3491 2.1025
O3 0.3874 0.5068 -1.1132
O4 -0.0206 2.9115 0.6077
O5 0.2434 -1.1525 2.1483
N1 -0.1228 -1.6708 -1.4904
C1 -1.5442 -1.4541 -1.1686
C2 0.6573 -0.5538 -1.6482
H1 -2.0599 -2.3764 -1.3963
H2 0.0468 -2.3742 -2.1970
H3 1.7468 2.1401 1.5528
H4 -1.8986 0.3835 -1.8110
H5 1.1904 -1.2591 2.2430
H6 0.0988 -0.2978 2.5491
H7 -1.4783 -1.0963 -0.1336
H8 -0.2232 2.5150 -0.2350
H9 2.0147 1.3471 3.0092
H10 1.5430 -0.5810 -2.2991
H11 -0.0607 2.1776 1.2489

Atomic partial charges in e from the Mulliken method, atoms 1 to 5: -0.545 -0.652 -0.517 -0.682 -0.598

=====

C2H11O3S | ωB97M-V/def2-TZVPD

The calculation puts the gap between HOMO and LUMO at 7.31 eV. For the maximum force, the calculation gives 0.8 eV Å⁻¹. The calculation puts the LUMO energy at 3.9 eV. Its charge is -1.

Element x y z (Å)
S1 -0.5484 0.8749 -0.3930
O1 2.7625 0.3962 0.5682
O2 -1.0708 1.3611 -3.5901
O3 -0.3279 1.4630 2.8250
C1 -0.2614 -1.6677 0.7670
C2 -0.5968 -0.9273 -0.5328
H1 -1.6023 -1.2692 -0.7959
H2 -0.4803 2.3822 2.5819
H3 0.0479 -1.3333 -1.3267
H4 -0.2412 -2.7397 0.6028
H5 0.7210 -1.3961 1.1698
H6 -0.3686 2.0089 -3.4522
H7 2.6551 -0.3044 -0.0815
H8 -0.3559 0.9970 1.9658
H9 -1.0034 -1.4242 1.5155
H10 -1.1718 1.0224 -2.6750
H11 1.8422 0.5562 0.8513

Atomic partial charges in e from the Mulliken method, atoms 1 to 5: -0.664 -0.655 -0.682 -0.714 -1.127

=====

Energy above the lowest of the compared OMol25 structures with the same formula, charge and spin / eV: 4.6392; 0.7590; 0.8699; 1.1418; 0.5009; 0.5112; 1.0487; 0.2931